*a*
# C4H5N3S

One molecule with the formula C4H5N3S (wB97M-V/def2-TZVPD, the Open Molecules 2025 dataset).

## Properties
SMILES: Nc1cncnc1S

Geometry as ORCA input:
```
! wB97M-V def2-TZVPD RIJCOSX def2/J DEFGRID3
* xyz 0 1
C -0.12 0.06 -0.99
C 1.07 -0.10 -1.65
C 1.96 -0.55 0.46
C -0.16 0.16 0.39
H -1.62 -0.30 -2.53
H -2.01 -0.99 -0.54
H 1.24 0.08 -2.72
H 2.80 -1.10 1.28
H -1.05 0.49 2.44
N -1.53 -0.24 -1.42
N 2.17 -0.49 -0.84
N 0.83 -0.13 1.09
S -1.63 0.65 1.31
*
```

=====

*b*
# C4H5N3S

One molecule with the formula C4H5N3S (wB97M-V/def2-TZVPD, the Open Molecules 2025 dataset).

## Properties
SMILES: S=c1[nH]nc2n1CC2

Geometry as ORCA input:
```
! wB97M-V def2-TZVPD RIJCOSX def2/J DEFGRID3
* xyz 0 1
C -1.64 0.25 -0.01
C 0.52 0.73 -0.01
C 1.68 -0.26 0.03
C 0.56 -1.36 -0.03
H -2.03 2.26 0.09
H 2.31 -0.25 -0.85
H 2.29 -0.22 0.95
H 0.55 -1.99 0.85
H 0.61 -1.95 -0.95
N -1.32 1.58 -0.01
N -0.01 1.92 -0.03
N -0.38 -0.27 -0.02
S -3.15 -0.43 0.00
*
```

=====

*c*
# C4H5N3S

One molecule with the formula C4H5N3S (wB97M-V/def2-TZVPD, the Open Molecules 2025 dataset).

## Properties
SMILES: C=NNC(=S)CC#N

Geometry as ORCA input:
```
! wB97M-V def2-TZVPD RIJCOSX def2/J DEFGRID3
* xyz 0 1
C -1.92 -1.42 -0.24
C 1.30 -0.09 0.01
C 0.94 1.22 0.69
C 0.15 2.08 -0.17
H -2.96 -1.19 0.02
H -1.75 -2.34 -0.78
H 0.45 -1.77 -0.71
H 1.85 1.70 0.97
H 0.32 1.03 1.60
N -1.02 -0.60 0.11
N 0.26 -0.91 -0.25
N -0.46 2.80 -0.86
S 2.84 -0.51 -0.38
*
```

=====

Most stable: *b* (next structure +2.7 kcal/mol)

=====

*a*
# C4H5N3S

One molecule with the formula C4H5N3S (wB97M-V/def2-TZVPD, the Open Molecules 2025 dataset).

## Properties
SMILES: [H]/N=C1\C=CN=CSN1

Geometry as ORCA input:
```
! wB97M-V def2-TZVPD RIJCOSX def2/J DEFGRID3
* xyz 0 1
C 0.21 1.08 -0.63
C -0.92 -1.95 0.05
C 0.81 -0.69 1.16
C 1.01 0.38 0.36
H 1.08 2.66 -0.33
H -1.79 1.03 -1.14
H -1.66 -2.79 0.24
H 1.31 -0.78 2.11
H 1.72 1.18 0.70
N 0.28 2.34 -0.94
N -0.89 0.37 -1.05
N -0.33 -1.57 1.08
S -0.84 -1.26 -1.62
*
```

=====

*b*
# C4H5N3S

One molecule with the formula C4H5N3S (wB97M-V/def2-TZVPD, the Open Molecules 2025 dataset).

## Properties
SMILES: C/N=C\NC(=S)C#N

Geometry as ORCA input:
```
! wB97M-V def2-TZVPD RIJCOSX def2/J DEFGRID3
* xyz 0 1
C -2.26 -0.23 -0.15
C -0.16 -0.52 0.70
C 1.65 0.46 -0.62
C 2.66 -0.24 0.25
H -3.22 -0.77 -0.18
H -2.17 0.64 0.63
H -1.82 0.05 -1.27
H 0.63 -0.63 1.63
H -0.38 0.81 -0.73
N -1.34 -0.87 0.76
N 0.34 0.18 -0.45
N 3.76 -0.63 0.80
S 2.30 1.75 -1.37
*
```

=====

Most stable: *a* (next structure +34.1 kcal/mol)

=====

*a*
# C3H8N2OS2

One molecule with the formula C3H8N2OS2 (wB97M-V/def2-TZVPD, the Open Molecules 2025 dataset).

## Properties
SMILES: CN(O)C(=S)N(C)S

Geometry as ORCA input:
```
! wB97M-V def2-TZVPD RIJCOSX def2/J DEFGRID3
* xyz 0 1
C -1.00 1.84 1.22
C -0.12 -0.34 0.38
C 1.28 -2.20 -0.35
H -0.07 2.13 1.96
H -1.84 1.37 1.83
H -1.29 2.87 0.77
H -2.35 1.53 -1.20
H 1.45 -2.77 -1.39
H 2.20 -1.75 0.27
H 0.75 -3.00 0.34
H 1.12 -0.15 -2.41
N -0.52 0.93 0.16
N 0.53 -0.97 -0.64
O 1.40 0.01 -1.31
S -0.96 1.56 -1.42
S -0.59 -1.05 1.79
*
```

=====

*b*
# C3H8N2OS2

A 2-piece molecular cluster, C3H8N2OS2 overall (wB97M-V/def2-TZVPD, the Open Molecules 2025 dataset).

Geometry as ORCA input:
```
! wB97M-V def2-TZVPD RIJCOSX def2/J DEFGRID3
* xyz 0 1
C -3.62 0.32 -0.08
C 1.89 0.25 -0.21
C -0.36 -1.10 0.06
N -3.68 -0.59 -0.92
N -3.16 1.45 0.29
O -0.47 1.43 -0.60
S -5.02 -0.75 0.31
S 0.29 0.27 -1.03
H 2.30 1.09 -0.79
H 1.62 0.44 0.82
H 2.63 -0.62 -0.34
H -0.61 -0.51 1.08
H -1.20 -1.46 -0.36
H 0.39 -1.95 0.12
H -2.30 1.70 -0.23
H -3.35 1.88 1.18
*
```

=====

Most stable: *b* (next structure +18.9 kcal/mol)

=====

*a*
# CH4Cl2OP

A 2-piece molecular cluster, CH4Cl2OP overall (wB97M-V/def2-TZVPD, the Open Molecules 2025 dataset).

Geometry as ORCA input:
```
! wB97M-V def2-TZVPD RIJCOSX def2/J DEFGRID3
* xyz 1 1
C 0.28 1.09 -0.01
O -1.23 -2.46 1.22
P 0.03 -1.76 1.87
Cl -0.74 -0.99 3.58
Cl 1.34 -3.18 2.25
H 0.25 1.80 0.92
H -0.65 0.95 -0.40
H 1.22 0.70 -0.43
H -1.30 -2.77 0.19
*
```

=====

*b*
# CH4Cl2OP

A 2-piece molecular cluster, CH4Cl2OP overall (wB97M-V/def2-TZVPD, the Open Molecules 2025 dataset).

Geometry as ORCA input:
```
! wB97M-V def2-TZVPD RIJCOSX def2/J DEFGRID3
* xyz 1 1
C 0.80 -0.11 -0.95
O -2.67 0.23 1.70
P -2.49 0.00 0.14
Cl -3.56 -1.77 -0.16
Cl -3.60 1.49 -0.51
H 0.78 0.98 -0.84
H 0.39 -0.62 -1.69
H 1.45 -0.47 -0.22
H -2.75 -0.49 2.20
*
```

=====

Most stable: *a* (next structure +3.3 kcal/mol)